Entry 1:
The following is a quantum chemistry calculation of a structure of composition C37H68B3Cl30F9O5S2, from the Open Molecules 2025 dataset.

Total energy in eV: -473543.391
ΔE to the lowest compared entry with this formula, charge and spin in eV: 1.750
Max |F| in eV Å⁻¹: 3.833
Multiplicity: 1
HOMO-LUMO gap in eV: 8.4746

Last column: Mulliken charge in e.
Geometry (Å):
C  2.597  0.176  3.153  -0.826
C  4.054  -0.295  3.385  0.110
C  4.395  -1.650  2.722  -1.102
C  4.032  -1.740  1.221  -0.734
C  4.979  -0.943  0.301  1.585
C  4.304  -0.538  -1.054  -1.343
C  4.383  0.987  -1.341  -0.550
C  3.084  1.600  -0.787  1.532
C  2.952  3.118  -1.034  -1.273
C  2.201  3.891  0.068  0.181
C  0.931  3.217  0.588  0.291
C  0.467  3.857  1.941  -0.836
C  -1.031  4.225  1.984  -1.176
C  -1.879  3.266  2.836  -0.850
C  -2.249  1.950  2.054  0.394
B  -3.769  1.641  2.093  0.002
O  -4.357  0.922  3.143  -0.452
B  -4.986  -0.178  2.574  -0.180
C  -4.841  -1.587  3.249  -0.629
C  -3.729  -2.472  2.608  -0.682
C  -3.231  -1.956  1.251  0.524
S  -2.190  -3.264  0.488  -0.114
O  -5.776  -0.029  1.410  0.422
B  -5.400  1.015  0.635  -0.136
S  -5.821  1.065  -1.240  1.254
O  -5.869  2.402  -1.748  -0.740
O  -7.066  0.341  -1.355  -0.534
C  -4.619  0.037  -2.244  0.099
F  -4.603  -1.190  -1.709  -0.131
F  -5.159  -0.058  -3.464  -0.032
C  -3.223  0.691  -2.404  0.338
F  -3.352  1.638  -3.342  -0.293
F  -2.854  1.343  -1.273  -0.074
C  -2.064  -0.255  -2.786  0.471
F  -1.911  -1.237  -1.899  -0.080
F  -2.322  -0.769  -3.995  -0.228
C  -0.671  0.459  -2.859  0.513
F  -0.668  1.502  -3.670  -0.233
F  0.164  -0.450  -3.391  -0.272
F  -0.207  0.739  -1.656  -0.241
O  -4.694  2.070  1.103  0.205
H  2.158  0.425  4.123  0.487
H  2.562  1.058  2.509  -0.186
H  1.960  -0.600  2.720  0.337
H  4.755  0.440  2.994  -0.159
H  4.210  -0.419  4.459  0.408
H  5.479  -1.778  2.802  0.317
H  3.848  -2.437  3.252  0.375
H  4.085  -2.793  0.913  0.383
H  2.996  -1.430  1.062  0.339
H  5.251  -0.021  0.834  -0.402
H  5.903  -1.491  0.095  -0.875
H  4.697  -1.128  -1.890  0.604
H  3.251  -0.829  -0.965  0.359
H  4.345  1.076  -2.432  0.348
H  5.275  1.437  -0.901  0.271
H  2.961  1.329  0.266  -0.687
H  2.290  1.120  -1.365  -0.251
H  2.467  3.275  -2.005  0.413
H  3.956  3.551  -1.126  0.436
H  1.885  4.853  -0.365  -1.000
H  2.903  4.145  0.871  0.603
H  1.056  2.149  0.783  0.107
H  0.106  3.392  -0.110  0.271
H  0.775  3.247  2.795  0.240
H  1.025  4.798  2.023  0.530
H  -1.101  5.200  2.484  0.430
H  -1.439  4.380  0.981  0.444
H  -2.773  3.806  3.163  0.431
H  -1.287  3.014  3.717  0.338
H  -1.832  2.061  1.049  -0.194
H  -1.687  1.133  2.521  0.242
H  -4.671  -1.522  4.325  0.292
H  -5.801  -2.097  3.097  0.342
H  -2.863  -2.638  3.254  0.437
H  -4.159  -3.459  2.433  0.246
H  -2.642  -1.037  1.335  -0.064
H  -4.088  -1.873  0.582  -0.164
H  -2.785  -3.375  -0.717  -0.053
C  0.793  7.310  -2.538  -0.239
Cl  1.644  6.883  -1.045  -0.140
Cl  1.918  7.721  -3.836  -0.161
H  0.196  6.461  -2.850  0.196
H  0.156  8.165  -2.344  0.326
C  -9.005  0.511  2.995  0.656
Cl  -9.269  -1.162  3.500  -0.174
Cl  -9.591  1.661  4.202  -0.172
H  -7.942  0.668  2.854  -0.539
H  -9.534  0.681  2.065  0.197
C  -10.079  0.614  -2.551  0.525
Cl  -11.300  -0.036  -1.451  -0.183
Cl  -10.560  0.427  -4.247  -0.188
H  -9.942  1.668  -2.342  0.342
H  -9.146  0.080  -2.397  -0.452
C  -6.183  1.458  -6.586  0.147
Cl  -7.810  1.344  -5.908  -0.106
Cl  -5.859  3.059  -7.264  -0.180
H  -5.464  1.263  -5.798  -0.193
H  -6.082  0.720  -7.375  0.292
C  8.514  -3.612  0.251  -0.423
Cl  6.861  -3.765  0.854  -0.032
Cl  8.850  -1.977  -0.336  -0.152
H  9.204  -3.836  1.056  0.351
H  8.649  -4.314  -0.564  0.279
C  7.091  2.833  2.070  -0.632
Cl  7.571  2.445  3.731  -0.059
Cl  5.331  2.915  1.908  -0.048
H  7.507  3.789  1.793  0.448
H  7.467  2.058  1.410  0.250
C  8.210  1.812  7.582  0.160
Cl  9.252  2.498  6.324  -0.182
Cl  6.751  1.080  6.904  -0.103
H  8.761  1.043  8.114  -0.190
H  7.918  2.605  8.262  0.318
C  -4.780  -5.719  -1.549  -0.560
Cl  -4.970  -4.069  -2.173  -0.017
Cl  -4.948  -5.733  0.208  -0.126
H  -5.541  -6.357  -1.984  0.394
H  -3.792  -6.078  -1.815  0.301
C  6.248  -7.674  0.954  -0.297
Cl  6.915  -6.905  -0.494  -0.137
Cl  5.371  -6.521  1.966  -0.124
H  5.564  -8.456  0.646  0.301
H  7.063  -8.096  1.531  0.262
C  -5.202  -2.932  -5.700  0.359
Cl  -3.496  -2.660  -6.085  -0.177
Cl  -5.570  -4.661  -5.635  -0.132
H  -5.421  -2.489  -4.735  -0.270
H  -5.808  -2.475  -6.466  0.193
C  -9.037  -1.796  -4.500  0.555
Cl  -8.236  -2.712  -3.212  -0.129
Cl  -7.875  -1.254  -5.723  -0.136
H  -9.775  -2.432  -4.978  0.470
H  -9.531  -0.897  -4.056  -0.839
C  -6.102  -7.407  -8.063  -0.026
Cl  -4.402  -7.115  -8.444  -0.142
Cl  -6.474  -9.135  -8.001  -0.166
H  -6.322  -6.968  -7.098  0.046
H  -6.714  -6.946  -8.830  0.278
C  6.619  -0.918  -4.422  -0.460
Cl  7.090  -1.266  -2.751  -0.042
Cl  4.864  -0.870  -4.639  -0.120
H  7.027  0.046  -4.702  0.289
H  7.023  -1.694  -5.062  0.335
C  8.373  -2.079  9.872  -0.241
Cl  9.111  -0.470  9.809  -0.167
Cl  6.655  -1.992  10.265  -0.142
H  8.488  -2.550  8.903  0.242
H  8.878  -2.660  10.635  0.301
C  8.038  7.368  2.952  -0.309
Cl  9.714  7.823  2.625  -0.157
Cl  7.883  5.641  3.296  -0.066
H  7.687  7.926  3.813  0.285
H  7.436  7.605  2.082  0.257

---

Entry 2:
The following is a quantum chemistry calculation of a cluster of 6 separate species, C37H68BFI2NO11P in total, from the Open Molecules 2025 dataset.

SMILES: CCP(C)[C@@]1(O)C(=O)O[C@](CC(=O)F)(CC(=O)N(C)C)[C@@]1(B(C)O)[C@@H](I)[C@@H](C)I.C1CCOC1.C1CCOC1.C1CCOC1.C1CCOC1.C1CCOC1
Total energy in eV: -92366.487
Max |F| in eV Å⁻¹: 3.371
Multiplicity: 1
HOMO-LUMO gap in eV: 7.8297

Last column: Mulliken charge in e.
Geometry (Å):
C  3.750  -1.509  1.317  -1.519
C  2.284  -1.320  0.948  0.568
P  1.305  -2.840  1.350  0.271
C  1.047  -2.658  3.166  -1.166
C  -0.392  -2.632  0.496  1.444
O  -1.262  -2.031  1.471  -0.296
C  -0.279  -1.545  -0.573  -0.697
O  -0.084  -0.372  -0.406  -0.714
O  -0.517  -2.106  -1.788  -0.535
C  -0.392  -3.544  -1.666  1.103
C  1.129  -3.815  -1.813  -0.813
C  1.856  -2.764  -2.594  0.180
O  2.855  -2.188  -2.191  -0.560
F  1.395  -2.509  -3.833  -0.278
C  -1.100  -4.025  -2.958  -1.463
C  -1.491  -5.473  -3.097  -0.296
O  -2.562  -5.750  -3.605  -0.575
N  -0.554  -6.461  -2.675  0.537
C  0.352  -6.745  -3.814  -1.175
C  -1.290  -7.707  -2.352  -1.127
C  -1.029  -3.815  -0.254  2.133
B  -2.588  -3.434  -0.575  0.634
C  -3.703  -4.418  -1.067  -1.161
O  -3.001  -2.118  -0.468  -0.218
C  -0.984  -5.257  0.286  -1.861
I  0.962  -6.277  0.395  0.054
C  -1.695  -5.590  1.612  -0.393
C  -2.117  -4.466  2.538  -1.156
I  -3.408  -6.926  1.336  0.011
H  3.950  -1.232  2.338  0.372
H  4.133  -2.494  1.092  0.390
H  4.319  -0.815  0.716  0.329
H  1.892  -0.502  1.538  0.387
H  2.210  -1.069  -0.096  -0.520
H  0.024  -2.499  3.473  0.263
H  1.619  -1.810  3.523  0.428
H  1.481  -3.529  3.626  0.369
H  -0.813  -1.264  1.827  0.292
H  1.258  -4.741  -2.355  0.222
H  1.677  -3.937  -0.893  0.321
H  -0.379  -3.878  -3.753  0.692
H  -1.928  -3.402  -3.242  0.191
H  -0.133  -6.608  -4.776  0.394
H  1.247  -6.137  -3.769  0.357
H  0.665  -7.773  -3.762  0.433
H  -2.176  -7.503  -1.776  0.307
H  -1.547  -8.255  -3.247  0.429
H  -0.612  -8.324  -1.781  0.382
H  -4.126  -3.989  -1.971  0.391
H  -4.517  -4.437  -0.358  0.311
H  -3.431  -5.435  -1.302  0.397
H  -3.116  -1.744  -1.342  0.239
H  -1.428  -5.873  -0.469  -0.149
H  -1.057  -6.230  2.182  0.860
H  -2.770  -4.885  3.288  0.662
H  -1.252  -4.122  3.078  0.035
H  -2.655  -3.656  2.076  0.272
C  1.928  2.522  -3.287  -0.618
C  1.479  1.717  -2.070  0.779
C  2.046  2.541  -0.925  0.262
O  2.049  3.904  -1.368  -0.514
C  1.795  3.951  -2.775  -0.392
H  1.335  2.336  -4.181  0.345
H  2.972  2.298  -3.519  0.364
H  0.391  1.697  -2.012  -0.339
H  1.836  0.689  -2.068  -0.173
H  3.077  2.250  -0.697  -0.506
H  1.456  2.458  -0.011  0.317
H  0.779  4.335  -2.930  0.068
H  2.499  4.640  -3.244  0.379
C  6.631  3.833  1.238  -0.616
C  6.223  3.735  -0.229  -0.489
C  5.785  2.281  -0.331  -0.234
O  5.262  1.925  0.953  -0.294
C  5.597  2.938  1.906  -0.439
H  6.625  4.849  1.630  0.347
H  7.633  3.420  1.376  0.278
H  5.377  4.398  -0.428  0.183
H  7.021  3.985  -0.925  0.396
H  6.632  1.624  -0.554  0.344
H  5.016  2.123  -1.088  0.086
H  4.687  3.497  2.150  0.250
H  5.967  2.465  2.817  0.265
C  -2.810  2.922  -1.552  -0.327
C  -2.272  2.801  -2.973  0.273
C  -2.793  4.077  -3.620  -0.647
O  -2.855  5.055  -2.578  -0.443
C  -2.682  4.418  -1.309  -0.040
H  -2.262  2.326  -0.822  0.215
H  -3.860  2.620  -1.520  0.319
H  -1.181  2.812  -2.953  -0.530
H  -2.597  1.900  -3.491  0.437
H  -3.801  3.934  -4.026  0.320
H  -2.147  4.444  -4.418  0.301
H  -1.686  4.672  -0.930  -0.205
H  -3.427  4.799  -0.609  0.307
C  -0.574  6.827  0.889  -0.161
C  -1.727  7.812  1.051  -0.590
C  -1.800  7.954  2.565  -0.404
O  -0.470  7.771  3.055  -0.419
C  0.362  7.258  2.009  -0.482
H  -0.102  6.859  -0.091  0.365
H  -0.926  5.808  1.065  0.076
H  -1.466  8.770  0.595  0.292
H  -2.663  7.471  0.611  0.307
H  -2.440  7.181  3.005  0.246
H  -2.169  8.929  2.884  0.296
H  1.034  8.056  1.678  0.266
H  0.965  6.437  2.399  0.243
C  -3.032  0.977  5.276  -0.611
C  -3.412  1.188  3.812  -0.631
C  -2.369  0.342  3.098  -0.101
O  -2.050  -0.740  3.980  -0.260
C  -2.598  -0.482  5.277  -0.586
H  -3.844  1.176  5.974  0.350
H  -2.191  1.621  5.540  0.269
H  -4.411  0.790  3.623  0.276
H  -3.396  2.231  3.500  0.391
H  -1.452  0.917  2.914  0.174
H  -2.724  -0.057  2.148  0.087
H  -3.452  -1.151  5.430  0.313
H  -1.846  -0.702  6.035  0.281

---

Entry 3:
The following is a quantum chemistry calculation of the molecule C37H70N2O12, from the Open Molecules 2025 dataset.

Total energy in eV: -67056.333
Max |F| in eV Å⁻¹: 0.977
Multiplicity: 1
HOMO-LUMO gap in eV: 9.0521

Last column: Mulliken charge in e.
Geometry (Å):
C  -0.074  4.733  -5.666  -1.337
H  -0.629  5.447  -6.269  0.462
H  0.985  4.843  -5.888  0.354
H  -0.233  4.975  -4.617  0.191
C  -0.544  3.314  -5.962  -0.581
H  -0.373  3.072  -7.011  0.396
C  0.205  2.284  -5.118  -0.377
H  1.270  2.551  -5.097  0.750
C  0.102  0.837  -5.700  2.021
O  0.678  0.865  -6.984  -0.670
H  1.634  0.767  -6.856  0.522
C  -1.355  0.403  -5.817  -2.188
H  -1.825  0.410  -4.838  0.177
H  -1.883  1.083  -6.478  0.562
H  -1.417  -0.592  -6.247  0.478
C  0.936  -0.101  -4.780  0.758
O  2.299  0.258  -4.888  -0.817
H  2.501  0.909  -4.197  0.599
H  0.580  0.037  -3.754  -0.414
C  0.807  -1.616  -5.054  -1.220
N  1.536  -2.273  -3.976  0.293
H  2.530  -2.213  -4.174  0.393
C  1.159  -3.641  -3.659  -1.550
H  1.700  -4.383  -4.266  0.435
C  1.411  -3.918  -2.168  0.671
C  1.078  -5.372  -1.841  -1.872
H  1.675  -6.051  -2.447  0.439
H  0.027  -5.573  -2.035  0.382
H  1.279  -5.578  -0.793  0.404
H  2.477  -3.757  -1.985  0.442
C  0.590  -2.951  -1.294  -0.837
H  -0.120  -2.419  -1.927  0.170
H  0.021  -3.503  -0.546  0.593
C  1.437  -1.904  -0.556  1.162
C  2.311  -2.567  0.517  -1.743
H  3.014  -3.250  0.047  0.520
H  2.886  -1.808  1.042  0.338
H  1.700  -3.124  1.217  0.014
O  2.305  -1.228  -1.442  -0.690
H  2.041  -1.453  -2.355  0.349
C  0.495  -0.842  0.121  1.431
H  1.094  -0.341  0.893  -0.555
O  -0.662  -1.414  0.720  0.030
C  -0.576  -1.992  1.975  -1.638
O  -0.474  -3.385  1.861  -0.183
C  -0.398  -4.010  3.134  0.684
C  -0.244  -5.506  2.892  -1.718
H  -0.152  -6.029  3.839  0.416
H  -1.112  -5.879  2.356  0.361
H  0.641  -5.695  2.291  0.402
C  -1.637  -3.687  3.968  -1.121
H  -1.544  -4.158  4.945  0.392
H  -2.520  -4.094  3.474  0.304
C  -1.840  -2.170  4.135  0.098
N  -3.054  -1.970  4.929  -0.039
C  -2.737  -1.966  6.344  -0.908
H  -3.666  -1.954  6.911  0.429
H  -2.190  -2.870  6.604  0.269
H  -2.133  -1.093  6.633  0.151
C  -3.877  -0.822  4.607  -0.773
H  -4.788  -0.893  5.203  0.470
H  -4.157  -0.841  3.558  0.243
H  -3.391  0.138  4.828  0.128
H  -0.969  -1.735  4.657  0.335
C  -1.858  -1.567  2.729  0.274
O  -1.880  -0.158  2.762  -0.708
H  -1.614  0.153  1.878  0.032
H  -2.716  -1.950  2.158  0.233
H  0.495  -3.623  3.658  0.255
H  0.303  -1.612  2.535  1.201
C  0.006  0.234  -0.883  0.102
C  -1.467  0.059  -1.261  -1.904
H  -2.104  0.508  -0.504  0.251
H  -1.717  -0.994  -1.330  0.601
H  -1.671  0.529  -2.220  0.476
H  0.625  0.115  -1.774  -0.297
C  0.288  1.666  -0.373  -0.902
H  1.364  1.764  -0.183  0.783
O  -0.428  1.868  0.842  -0.154
C  0.174  2.704  1.809  0.242
C  -0.902  2.992  2.861  -1.597
H  -1.424  3.917  2.622  0.627
H  -1.636  2.186  2.850  0.245
C  -0.319  3.092  4.278  1.823
C  0.658  4.268  4.381  -1.974
H  0.135  5.197  4.165  0.409
H  1.468  4.136  3.671  0.409
H  1.084  4.329  5.380  0.563
O  -1.467  3.279  5.096  -0.439
C  -1.268  3.384  6.487  -0.868
H  -0.757  2.508  6.892  0.280
H  -0.715  4.290  6.755  0.318
H  -2.268  3.442  6.913  0.328
C  0.411  1.758  4.616  -1.025
O  -0.459  0.797  5.153  -0.436
H  -1.140  0.595  4.488  0.050
H  1.152  1.947  5.402  0.722
C  1.118  1.182  3.364  1.831
C  2.464  0.562  3.709  -1.931
H  2.332  -0.186  4.487  0.318
H  3.144  1.334  4.062  0.543
H  2.900  0.097  2.828  0.324
H  0.450  0.411  2.960  -0.384
O  1.341  2.155  2.354  -0.577
H  0.531  3.630  1.345  0.584
C  -0.126  2.693  -1.458  1.137
C  0.568  2.382  -2.770  -0.215
O  1.759  2.236  -2.904  -0.728
O  -0.301  2.358  -3.778  -0.178
C  0.239  4.149  -1.139  -1.931
H  -0.375  4.528  -0.328  0.390
H  1.292  4.230  -0.879  0.408
H  0.055  4.770  -2.015  0.330
H  -1.205  2.634  -1.609  0.652
H  0.091  -3.762  -3.865  0.380
C  1.304  -2.023  -6.441  -1.941
H  1.228  -3.103  -6.555  0.493
H  0.717  -1.545  -7.219  0.434
H  2.345  -1.728  -6.555  0.311
H  -0.247  -1.888  -4.938  0.737
H  -1.610  3.234  -5.747  0.305